No. 1
A molecular structure, C28H42F6O14Pb in a non-equilibrium geometry. Source: OMol25; level of theory: ωB97M-V/def2-TZVPD.

The geometry in XYZ format:
```
91
Properties=species:S:1:pos:R:3:forces:R:3
Pb -0.132088 -0.087904 0.093790 -1.47 1.74 -1.75
C 3.106672 -1.159844 0.257810 -1.43 0.63 -0.30
O 2.649552 -0.267224 -0.712030 -0.33 -2.22 0.84
O 1.958932 -1.568894 0.926940 2.26 -1.29 -0.40
C 4.226762 -2.135364 -0.344680 0.43 -2.33 -0.24
F 5.488062 -1.780814 -0.008340 -1.07 0.76 -0.05
F 4.114442 -3.408604 0.094520 -0.65 0.54 0.57
F 4.186312 -2.261704 -1.679240 -0.19 1.06 0.42
C 3.450632 0.827446 -0.909000 1.09 1.43 -2.17
C 2.889412 1.483316 -2.172760 0.50 1.53 1.25
H 2.696542 0.794236 -2.995000 0.19 -0.07 0.30
H 2.000522 2.074676 -1.953050 -0.22 -0.26 -0.18
H 3.680702 2.189926 -2.423060 -0.16 0.17 -0.65
H 4.477312 0.589566 -1.187300 0.26 -0.79 0.18
H 3.564572 1.437806 -0.013140 -0.63 0.40 0.03
H 3.632042 -0.619234 1.045100 0.36 0.25 0.64
C -1.185048 2.159916 -2.940130 0.59 -2.35 3.32
O 0.004132 2.660276 -3.441940 0.19 0.30 -0.73
O -0.798558 1.188226 -1.985270 -0.74 0.52 -0.52
C -2.119298 3.246156 -2.300570 0.02 1.95 0.35
F -2.938698 2.936396 -1.264700 0.99 -0.39 -0.88
F -1.430238 4.397676 -1.851040 -0.79 -1.53 -0.94
F -2.947328 3.648096 -3.311180 0.32 0.32 0.55
C 0.071102 3.149076 -4.789830 0.58 -0.53 0.61
C 1.563712 3.234066 -5.101290 -0.35 0.15 0.40
H 1.712372 3.742456 -6.053940 0.30 0.43 0.33
H 2.051842 3.634296 -4.212680 0.26 0.70 -0.44
H 2.023772 2.252576 -5.215880 -0.39 -0.32 -0.05
H -0.497828 4.078726 -4.776850 0.30 0.21 -0.72
H -0.284508 2.438056 -5.535550 -0.94 -0.11 0.21
H -1.856388 1.784606 -3.712490 0.19 -0.49 -0.50
O 0.627002 2.481546 0.546230 0.25 -0.26 0.38
C 0.574782 3.588406 1.025700 0.24 0.19 -1.68
O 1.598352 4.121016 1.695060 0.78 -0.32 0.59
C 1.113432 5.084826 2.636100 -0.95 0.80 0.11
C -0.324428 5.404126 2.158630 -1.16 0.00 0.14
C -0.482578 4.621056 0.843520 -0.78 -0.07 0.79
H 1.667282 6.022286 2.686310 0.62 -0.42 -0.46
H 1.179222 4.606776 3.613460 -0.24 0.13 0.03
H -0.600008 6.453576 2.054660 0.68 0.11 -0.14
H -1.083958 5.065396 2.863240 0.19 -0.37 0.18
H -0.340838 5.215126 -0.059310 0.53 -0.10 0.13
H -1.449238 4.141726 0.688890 0.00 0.05 0.25
O -1.193768 -2.332104 0.698360 -0.49 0.43 0.53
C -1.007188 -3.511244 0.732120 0.94 -2.44 -1.83
O -1.783128 -4.387204 1.338190 -2.09 1.60 1.56
C -1.308158 -5.688074 1.416590 1.44 -1.87 -1.16
C 0.190472 -5.600544 0.915790 -1.40 -0.13 0.98
C 0.094522 -4.356514 0.061960 1.10 1.37 0.66
H -1.844168 -6.342674 0.729350 -0.35 0.23 -0.15
H -1.483498 -6.115074 2.404030 0.30 0.40 0.13
H 0.503462 -6.499934 0.385480 -0.02 0.15 0.13
H 0.795442 -5.450684 1.810020 0.36 0.02 -0.22
H -0.048378 -4.572634 -0.996800 -0.34 0.34 0.12
H 0.949812 -3.691594 0.182270 0.45 -0.36 -0.52
O -0.461868 -0.414354 2.886280 0.43 -2.02 1.76
C -0.446248 -1.316674 3.731720 -0.99 2.11 -0.37
O -1.560378 -1.611364 4.444670 -0.49 1.82 -2.98
C -1.401808 -2.694024 5.252340 1.09 -1.18 2.50
C -0.017638 -3.318674 4.918050 -1.31 -0.37 0.11
C 0.687922 -2.171334 4.257850 0.43 0.93 -1.48
H -2.240368 -3.390304 5.263770 0.00 0.10 -0.59
H -1.369568 -2.249914 6.247240 0.07 -0.43 0.48
H -0.163628 -4.071884 4.143800 0.02 -0.32 0.21
H 0.342502 -3.782344 5.836420 0.58 0.16 -0.35
H 1.208522 -2.380804 3.323400 0.44 -0.63 0.23
H 1.367012 -1.523364 4.812000 -0.17 -0.11 0.41
O -2.579238 0.723736 1.006790 -0.12 -0.01 -0.38
C -3.594488 0.960456 1.607540 0.03 -1.03 1.18
O -4.201148 2.133956 1.594520 1.18 0.39 -1.88
C -5.085038 2.275876 2.643290 -2.38 0.07 0.74
C -5.533348 0.855416 3.093750 1.51 1.37 0.84
C -4.291178 0.076846 2.667750 -0.62 -0.33 -0.76
H -5.960268 2.821066 2.289960 0.24 0.35 0.03
H -4.560748 2.848076 3.408680 -0.27 -0.12 0.33
H -6.465968 0.482746 2.670170 0.22 0.26 -0.18
H -5.622468 0.932786 4.177340 -0.26 -0.43 -0.01
H -4.687078 -0.849724 2.252030 0.97 -0.30 -0.08
H -3.539758 -0.072614 3.443070 -0.18 -0.31 0.05
O -0.013768 -1.891504 -1.827090 2.50 -0.44 -2.61
C 0.766482 -1.985554 -2.818960 -2.28 1.19 2.81
O 1.769422 -2.848594 -2.834420 -0.87 -0.82 1.63
C 2.375322 -2.881944 -4.085810 1.71 -0.80 -1.63
C 2.009902 -1.581844 -4.714520 2.68 0.19 -1.54
C 0.801112 -1.195704 -4.085850 -3.94 1.08 0.43
H 2.095562 -3.746334 -4.688030 -0.66 -0.16 0.28
H 3.455872 -2.993084 -3.995420 -0.04 0.10 0.45
H 1.891982 -1.660334 -5.795280 0.62 0.30 0.06
H 2.732042 -0.847954 -4.356730 0.61 0.00 -0.86
H -0.057338 -1.426884 -4.716510 -0.44 -0.59 0.26
H 0.645772 -0.119434 -4.010920 0.13 0.08 0.93
```
Forces are in eV/Å.

Values from the calculation:
spin multiplicity: 2
largest force on an atom: 4.11 eV/A
<S²>: 0.75
HOMO (alpha / beta): -10.11 / -10.09 eV
energy: -2937.2450 Eh
HOMO-LUMO gap (alpha / beta): 8.37 / 4.10 eV
net charge: +1


No. 2
A molecular structure, C28H42FeN6O7P in a non-equilibrium geometry. Source: OMol25; level of theory: ωB97M-V/def2-TZVPD.

The geometry in XYZ format:
```
85
Properties=species:S:1:pos:R:3:forces:R:3
Fe 0.801617 0.021659 0.213063 -0.45 0.62 0.03
C 4.343382 -0.595195 -2.074941 0.00 -0.01 0.00
C 2.955234 -0.387935 -1.581638 0.11 -0.02 0.06
N 2.685497 -0.121486 -0.364176 -0.34 0.05 0.13
C 3.739378 0.044086 0.631811 0.09 -0.12 0.05
C 3.059432 0.152516 1.976912 -0.01 -0.03 -0.01
N 1.875040 1.004393 1.744477 -0.06 -0.06 -0.23
C 1.158058 1.399876 2.966710 -0.02 -0.07 0.05
C 0.264053 0.252233 3.394601 0.03 0.02 0.03
N -0.497216 -0.169514 2.222739 0.14 -0.03 -0.08
C -1.797184 0.467319 2.065754 -0.03 0.02 -0.01
C -2.433964 -0.113908 0.820042 -0.02 0.00 0.00
N -1.423523 -0.158370 -0.227824 0.23 0.03 0.05
C -1.719620 -0.544256 -1.402930 -0.07 -0.04 -0.11
C -3.071133 -0.962286 -1.884926 0.02 0.07 -0.05
C -0.555769 -0.600149 -2.329753 -0.09 -0.03 0.01
C -0.639578 -0.858980 -3.690730 -0.02 0.00 0.04
C 0.528170 -0.928061 -4.430661 0.02 -0.01 0.02
C 1.752619 -0.778346 -3.792812 -0.02 0.00 0.01
C 1.760221 -0.525368 -2.433003 0.00 -0.02 -0.16
N 0.622347 -0.408421 -1.740892 -0.05 0.08 0.29
H 4.815896 -1.379624 -1.479461 0.01 0.00 -0.02
H 4.932165 0.316320 -1.952899 0.01 0.00 0.02
H 4.378273 -0.892428 -3.117381 -0.01 0.01 -0.01
H 4.295166 0.957749 0.397350 0.02 -0.01 0.00
H 4.414849 -0.809940 0.603731 0.01 0.04 0.02
H 3.716433 0.589098 2.732261 0.01 -0.02 -0.03
H 2.732157 -0.832541 2.305577 0.02 0.01 0.00
H 2.209511 1.842452 1.270720 -0.05 0.05 0.06
H 0.549250 2.270957 2.729936 0.04 0.02 0.00
H 1.869519 1.680999 3.746497 -0.06 0.01 0.03
H -0.388614 0.561014 4.215648 0.06 -0.01 0.03
H 0.864746 -0.584129 3.751327 -0.02 -0.02 -0.02
H -0.592066 -1.178440 2.193911 -0.01 -0.03 0.04
H -1.648355 1.544755 1.949464 -0.01 -0.01 0.01
H -2.443558 0.308155 2.934563 -0.02 0.03 -0.03
H -3.302821 0.471306 0.514021 -0.01 -0.01 0.01
H -2.774809 -1.135462 1.021203 -0.02 0.01 0.00
H -3.713478 -1.272702 -1.066134 0.00 0.01 0.00
H -2.994774 -1.801529 -2.573483 0.01 0.00 0.02
H -3.556762 -0.135051 -2.410669 0.01 0.02 0.01
H -1.600932 -1.005848 -4.160590 -0.01 -0.01 0.00
H 0.489072 -1.120678 -5.494038 0.00 0.00 0.00
H 2.674722 -0.863451 -4.347219 0.01 0.00 0.00
C -1.712226 5.304980 1.007698 0.02 0.00 -0.02
C -0.412139 4.543361 1.058716 -0.01 0.10 0.01
O -0.073619 4.080170 -0.275314 -0.21 -0.22 0.22
P 0.283771 2.570451 -0.643410 0.83 -0.66 -0.61
O -0.421253 2.436519 -2.075483 -0.15 0.02 0.12
C -1.749216 2.953189 -2.355356 0.00 0.05 -0.03
C -1.656833 4.109002 -3.320205 0.01 -0.01 0.03
O 1.825219 2.598185 -1.091731 -0.09 0.19 0.09
C 2.344299 3.575838 -2.044844 0.03 0.10 0.00
C 3.205908 4.586682 -1.329425 -0.02 -0.02 0.02
H -1.939583 5.710747 1.993185 0.00 0.01 0.01
H -2.537233 4.658805 0.705358 0.00 0.00 0.00
H -1.639864 6.134176 0.305600 -0.01 0.01 0.00
H -0.483610 3.685586 1.731127 -0.02 0.00 -0.02
H 0.409658 5.176310 1.391294 0.01 -0.01 0.00
H -2.229819 3.261135 -1.424808 0.00 -0.03 0.01
H -2.314029 2.121457 -2.777802 0.01 -0.01 -0.01
H -1.103740 4.935115 -2.874083 0.00 0.01 0.00
H -2.656764 4.462316 -3.571673 -0.01 0.00 -0.01
H -1.159313 3.803520 -4.239941 0.00 0.00 -0.01
H 1.510325 4.049295 -2.562254 -0.01 -0.01 0.01
H 2.915821 3.003159 -2.774531 -0.01 -0.02 0.00
H 2.623624 5.134641 -0.588459 0.01 0.01 -0.01
H 3.602242 5.304440 -2.047059 0.02 0.00 -0.01
H 4.048059 4.104074 -0.832407 0.00 0.01 0.00
O 2.786341 -2.745035 0.581442 0.05 0.16 0.05
C 1.578338 -2.811711 0.465819 -0.01 -0.22 -0.24
O 0.731511 -1.815325 0.568987 0.14 0.03 0.12
C 0.875137 -4.096875 0.135395 -0.03 0.07 0.03
C 1.517376 -5.326122 0.246279 -0.06 -0.01 -0.02
C 0.849057 -6.490391 -0.110366 0.02 0.04 0.01
C -0.448563 -6.437311 -0.603264 -0.01 -0.05 -0.03
C -1.054451 -5.200158 -0.720798 0.12 0.07 -0.12
C -0.422621 -4.034454 -0.347648 -0.01 -0.04 -0.04
N -2.416829 -5.090377 -1.275452 -0.09 -0.16 0.62
O -2.894742 -3.968283 -1.358667 0.00 0.10 -0.23
O -2.996565 -6.109633 -1.545573 -0.01 -0.04 -0.23
H 2.534653 -5.359313 0.612031 0.01 0.00 0.00
H 1.342787 -7.446856 -0.013432 0.00 -0.01 0.00
H -0.981835 -7.329819 -0.897873 0.01 0.00 0.00
H -0.935832 -3.092380 -0.447125 0.01 -0.01 0.03
```
Forces are in eV/Å.

Values from the calculation:
spin multiplicity: 2
largest force on an atom: 1.22 eV/A
<S²>: 0.81
HOMO (alpha / beta): -14.34 / -14.34 eV
energy: -3551.9621 Eh
HOMO-LUMO gap (alpha / beta): 7.70 / 7.70 eV
energy above the lowest of the compared OMol25 structures with the same formula, charge and spin: 0.000 eV
net charge: +2